Record 1
{
  "formula": "C30H28FGaNOPS4Sb",
  "method": "ωB97M-V/def2-TZVPD",
  "symbols": ["Ga", "C", "C", "C", "C", "C", "O", "C", "N", "C", "C", "C", "C", "C", "C", "P", "C", "C", "C", "C", "C", "C", "C", "C", "C", "C", "C", "C", "H", "H", "H", "H", "H", "H", "H", "H", "H", "H", "H", "H", "H", "H", "H", "H", "H", "H", "H", "H", "H", "H", "H", "H", "S", "Sb", "S", "S", "S", "F", "C", "C", "C", "C", "C", "C", "H", "H", "H", "H"],
  "positions_angstrom": [[0.56062, -0.36558, -0.19692], [2.30306, 4.58535, 0.24431], [1.85114, 3.20429, 0.72337], [2.73801, 2.12924, 0.10247], [0.38664, 2.98562, 0.37398], [-0.54595, 4.11749, 0.86154], [-1.61516, 3.43535, 1.55543], [-1.23029, 2.12986, 1.60587], [-0.17593, 1.78996, 1.00799], [-2.12568, 1.26355, 2.40244], [-2.56294, 1.71215, 3.64258], [-3.44475, 0.94473, 4.38866], [-3.91954, -0.25440, 3.86543], [-3.49581, -0.68372, 2.61465], [-2.57878, 0.06234, 1.88271], [-1.94556, -0.43824, 0.24076], [-2.64129, -2.09103, -0.00311], [-3.75192, -2.35098, -0.79237], [-4.20885, -3.65524, -0.93363], [-3.56224, -4.69576, -0.28495], [-2.44845, -4.43786, 0.50591], [-1.98421, -3.14139, 0.63794], [-2.82291, 0.64533, -0.91688], [-2.66045, 0.35854, -2.27325], [-3.21751, 1.18726, -3.23188], [-3.93997, 2.30714, -2.84328], [-4.09805, 2.60172, -1.49590], [-3.53677, 1.77671, -0.53010], [3.38009, 4.69055, 0.38168], [1.81999, 5.40805, 0.77517], [2.09393, 4.69882, -0.82303], [1.94475, 3.15247, 1.81623], [2.63593, 2.12693, -0.98594], [2.47930, 1.13349, 0.46291], [3.78467, 2.31638, 0.35137], [0.31279, 2.84326, -0.71019], [-0.97261, 4.71196, 0.05662], [-0.05787, 4.77837, 1.58140], [-2.20769, 2.66437, 4.01648], [-3.76980, 1.28612, 5.36276], [-4.62746, -0.85343, 4.42358], [-3.88158, -1.60921, 2.20505], [-4.25759, -1.54207, -1.30556], [-5.06625, -3.85627, -1.56312], [-3.91578, -5.71175, -0.40658], [-1.92718, -5.24947, 0.99618], [-1.09378, -2.93889, 1.22428], [-2.08330, -0.50190, -2.59848], [-3.03893, 0.96014, -4.27519], [-4.37305, 2.95898, -3.59211], [-4.65660, 3.47798, -1.19074], [-3.66277, 2.02250, 0.51484], [3.37610, -0.87631, -3.72406], [1.16261, -0.73688, -3.31473], [0.46147, -2.24255, -1.55769], [0.74789, 1.18033, -1.80867], [-0.33508, -0.76892, -5.01346], [4.20336, -2.14813, 4.37303], [3.37232, -1.73455, 3.38007], [3.61563, -2.15110, 2.08899], [2.75472, -1.72474, 1.08371], [1.67337, -0.88326, 1.35557], [1.47180, -0.48886, 2.67934], [2.31232, -0.91408, 3.70311], [4.45604, -2.79918, 1.87770], [2.93133, -2.05599, 0.06607], [0.65011, 0.17080, 2.92205], [2.15776, -0.61557, 4.73211]],
  "atomic_forces_ev_per_a": [[-0.386, -0.503, -0.126], [0.032, -0.044, -0.047], [0.246, -0.013, 0.055], [0.574, 0.342, 0.165], [-0.270, 0.791, 0.148], [0.155, -0.075, 0.086], [0.179, -0.236, 0.062], [-0.324, 0.515, 0.433], [0.293, -0.012, 0.047], [0.070, 0.445, 0.113], [-0.060, 0.026, 0.148], [0.002, -0.124, -0.151], [0.101, 0.144, -0.036], [-0.021, -0.148, 0.096], [-0.040, -0.305, -0.300], [-0.062, -0.265, -0.071], [-0.023, 0.005, 0.130], [-0.116, -0.043, 0.017], [0.003, -0.007, -0.021], [0.020, 0.015, 0.014], [-0.027, -0.011, -0.016], [-0.006, 0.028, -0.018], [0.036, 0.015, -0.056], [0.075, -0.002, 0.005], [0.031, -0.004, -0.011], [-0.005, 0.013, 0.000], [0.007, -0.012, -0.006], [-0.047, -0.094, -0.097], [-0.012, 0.020, -0.001], [-0.016, -0.011, -0.009], [0.028, -0.004, -0.011], [-0.026, 0.056, 0.037], [0.379, 0.112, 0.480], [0.216, 0.279, -0.020], [0.051, 0.030, 0.165], [-0.172, 0.499, 0.462], [-0.068, -0.031, 0.002], [-0.033, -0.012, 0.013], [-0.020, -0.020, -0.018], [-0.007, -0.005, -0.006], [0.005, 0.010, 0.015], [0.038, 0.014, 0.010], [0.023, -0.037, 0.020], [-0.004, -0.005, 0.003], [0.001, -0.004, 0.001], [0.002, -0.005, 0.002], [0.017, -0.018, -0.004], [0.058, 0.024, -0.008], [-0.024, 0.002, 0.006], [0.012, 0.006, 0.000], [0.004, 0.004, 0.003], [-0.058, 0.005, 0.007], [0.028, 0.008, 0.077], [-0.153, 0.076, -0.002], [0.068, 0.068, -0.151], [-0.579, -1.531, -1.792], [-0.083, 0.051, 0.032], [-0.022, 0.007, -0.018], [0.003, -0.014, 0.011], [-0.005, -0.006, -0.053], [0.031, -0.042, 0.084], [-0.106, 0.025, 0.126], [0.103, -0.099, -0.089], [-0.050, 0.040, 0.012], [0.014, 0.013, 0.013], [-0.006, -0.015, -0.001], [-0.072, 0.076, 0.037], [0.002, -0.003, 0.003]],
  "e_above_lowest_kcal_mol": 23.40,
  "lumo_ha": 0.07820,
  "energy_ha": -5489.19061,
  "total_charge": -1,
  "homo_energy_ha": -0.16393
}

=====

Record 2
{
  "formula": "C30H28HfN2Si",
  "method": "ωB97M-V/def2-TZVPD",
  "symbols": ["C", "C", "C", "H", "C", "C", "H", "H", "H", "H", "Hf", "C", "H", "H", "H", "Si", "C", "C", "H", "C", "H", "C", "H", "C", "H", "C", "H", "C", "C", "H", "C", "H", "C", "H", "C", "H", "C", "H", "H", "H", "C", "C", "N", "C", "C", "C", "C", "C", "C", "C", "C", "C", "N", "C", "H", "H", "H", "H", "H", "H", "H", "H"],
  "positions_angstrom": [[1.31697, 1.11494, 0.35503], [0.25724, 1.57308, -0.51154], [-1.00209, 1.50393, 0.20148], [0.45922, 2.10810, -1.44553], [-0.68051, 1.06620, 1.55404], [0.73858, 0.88117, 1.65367], [1.30721, 0.61094, 2.57427], [2.39526, 1.06337, 0.10876], [-2.00078, 1.81789, -0.19647], [-1.42229, 0.93648, 2.36977], [-0.19845, -0.68187, 0.01764], [-1.14668, -2.11805, -1.32088], [-2.25191, -2.04434, -1.40058], [-0.86313, -2.55352, -0.29967], [-0.74703, -2.77546, -2.12957], [-0.11775, 0.19682, -3.22895], [1.29686, -0.83522, -4.02022], [2.33199, -0.05893, -4.56236], [2.16180, 1.01012, -4.65862], [3.52275, -0.68086, -4.94992], [4.37836, -0.05652, -5.15451], [3.55062, -2.07449, -5.12012], [4.39630, -2.53888, -5.65846], [2.47403, -2.84981, -4.58632], [2.56728, -3.94555, -4.56580], [1.28570, -2.23838, -4.11054], [0.40287, -2.83009, -3.82119], [-1.69610, 0.24110, -4.13685], [-1.18841, 0.46168, -5.43916], [-0.36125, -0.09872, -5.86136], [-1.58210, 1.59713, -6.12637], [-1.22400, 1.84806, -7.12994], [-2.50351, 2.42054, -5.48588], [-2.73482, 3.34635, -5.98323], [-3.10520, 2.13969, -4.26192], [-3.89008, 2.78758, -3.84091], [-2.75132, 0.97802, -3.57322], [-3.18674, 0.72778, -2.60382], [-0.91309, -0.00975, -1.70243], [0.28728, 1.47332, -3.69535], [3.45172, -3.17856, -0.05011], [2.67125, -2.04873, -0.29643], [1.57982, -1.76170, 0.48609], [1.25724, -2.49710, 1.62238], [2.15355, -3.54096, 1.98815], [3.21993, -3.93558, 1.10107], [1.83776, -4.26279, 3.17248], [0.70310, -4.00591, 3.89395], [-0.30383, -3.06679, 3.51092], [-1.61318, -2.95786, 4.07482], [-2.63559, -2.27006, 3.41010], [-2.29983, -1.64045, 2.22229], [-1.07094, -1.77306, 1.66491], [-0.01807, -2.34252, 2.33474], [4.21779, -3.41823, -0.80534], [2.80581, -1.42512, -1.19716], [3.81948, -4.86483, 1.23646], [2.51899, -5.04728, 3.49667], [0.48141, -4.54832, 4.80273], [-1.78127, -3.44165, 5.04375], [-3.63401, -2.19363, 3.85865], [-2.97973, -0.97921, 1.70580]],
  "atomic_forces_ev_per_a": [[-0.684, 1.442, 0.170], [0.815, 1.591, 1.671], [0.806, 0.760, 0.798], [-0.396, -0.709, 0.197], [0.375, 1.286, 0.224], [-0.427, 0.227, 0.560], [-0.668, 0.097, -0.984], [-0.931, 0.105, 0.150], [1.131, -0.466, 0.460], [0.786, 0.190, -0.712], [-0.688, 0.005, -3.941], [0.168, -1.410, 0.879], [0.495, -0.330, 0.224], [-1.029, -1.835, -1.343], [-0.330, 0.631, 0.763], [-1.222, -2.060, -0.533], [-1.451, 0.001, 0.625], [0.250, -0.712, 0.959], [0.526, -0.003, 0.362], [-0.738, -0.183, -0.753], [0.088, -0.070, -0.561], [-0.569, -0.090, 1.073], [-0.462, 0.128, 0.790], [-0.144, 0.133, -0.740], [-0.197, 0.544, -0.380], [1.727, -0.036, 0.178], [0.727, 0.282, -0.004], [0.247, -1.106, -0.168], [-0.530, 0.765, -0.073], [-0.110, -0.315, 0.290], [-0.826, -0.169, 0.090], [-0.038, -0.112, 0.475], [0.002, 0.703, -0.385], [-0.301, 0.238, -0.024], [-0.858, -0.448, 0.286], [0.512, -0.181, -0.418], [0.803, 0.616, -1.003], [0.276, 0.108, -0.156], [1.736, 0.641, -1.937], [0.746, 1.649, 0.967], [0.250, -0.078, 0.223], [-1.791, -0.041, 0.891], [1.143, -1.121, -0.075], [1.627, -0.749, -0.920], [-0.221, 0.009, -0.461], [-0.269, 0.523, -0.555], [-0.583, -0.246, 0.858], [0.387, -0.240, 0.751], [0.307, 0.303, -1.101], [0.212, -0.054, -0.226], [0.782, -0.338, 1.170], [1.310, -0.497, -0.463], [-0.770, 1.301, 1.992], [-1.184, -0.945, -0.744], [-0.366, -0.052, 0.689], [-0.041, -0.297, 0.590], [-0.619, 0.902, 0.334], [-0.198, 0.137, -0.005], [0.282, -0.279, 0.016], [-0.124, 0.082, -0.469], [0.502, 0.032, -0.352], [-0.249, -0.259, -0.221]],
  "lumo_ha": -0.26923,
  "energy_ha": -1606.33332,
  "total_charge": 2,
  "homo_energy_ha": -0.48868
}

=====

Record 3
{
  "formula": "C30H28HgN2Si",
  "method": "ωB97M-V/def2-TZVPD",
  "symbols": ["C", "C", "C", "H", "C", "C", "H", "H", "H", "H", "Hg", "C", "H", "H", "H", "Si", "C", "C", "H", "C", "H", "C", "H", "C", "H", "C", "H", "C", "C", "H", "C", "H", "C", "H", "C", "H", "C", "H", "H", "H", "C", "C", "N", "C", "C", "C", "C", "C", "C", "C", "C", "C", "N", "C", "H", "H", "H", "H", "H", "H", "H", "H"],
  "positions_angstrom": [[0.45014, -0.72263, 1.93138], [1.11415, -1.92855, 1.52382], [2.37822, -1.56939, 0.99185], [0.72762, -2.93754, 1.65891], [2.54502, -0.16184, 1.08069], [1.35988, 0.38667, 1.66729], [1.24171, 1.40374, 2.04553], [-0.45280, -0.65978, 2.54232], [3.12495, -2.26409, 0.62318], [3.43401, 0.40562, 0.80698], [-0.21199, 0.16306, -0.27035], [0.67596, -0.58252, -2.12735], [1.75192, -0.35472, -2.06080], [0.24618, -0.11627, -3.01715], [0.52155, -1.66946, -2.13333], [1.10138, -2.07634, -5.61992], [0.37519, -3.77681, -5.61489], [0.74153, -4.62209, -4.55540], [1.46838, -4.28191, -3.80994], [0.17223, -5.89531, -4.45131], [0.45107, -6.53381, -3.61391], [-0.74699, -6.34001, -5.40744], [-1.19724, -7.33034, -5.31306], [-1.08683, -5.50835, -6.48340], [-1.79964, -5.85768, -7.23152], [-0.52559, -4.23164, -6.59883], [-0.77881, -3.58178, -7.44202], [2.94377, -2.19682, -5.45380], [3.71258, -3.25603, -5.97737], [3.24038, -4.04626, -6.57217], [5.08989, -3.30447, -5.71972], [5.67804, -4.14850, -6.08478], [5.71031, -2.28199, -4.98985], [6.78126, -2.32909, -4.77973], [4.95258, -1.19519, -4.53759], [5.42797, -0.39296, -3.97556], [3.58196, -1.13140, -4.79718], [2.99037, -0.26823, -4.48023], [0.39550, -1.15769, -4.70087], [0.92559, -1.51300, -6.97865], [-3.48593, 1.53922, -3.11352], [-2.50599, 0.88150, -2.36774], [-2.20985, 1.21256, -1.10236], [-2.94217, 2.15110, -0.46679], [-3.99064, 2.84240, -1.14582], [-4.22244, 2.53256, -2.49590], [-4.76014, 3.81301, -0.43058], [-4.54023, 4.06249, 0.90482], [-3.50976, 3.39219, 1.62158], [-3.27654, 3.61206, 2.99733], [-2.25465, 2.92953, 3.63307], [-1.46981, 2.03798, 2.87534], [-1.66120, 1.82013, 1.57542], [-2.66979, 2.44898, 0.93684], [-3.64333, 1.26034, -4.15379], [-1.90900, 0.08072, -2.79444], [-4.98738, 3.08853, -3.02383], [-5.54025, 4.34289, -0.97700], [-5.15527, 4.79062, 1.44417], [-3.91081, 4.31319, 3.53332], [-2.02716, 3.04943, 4.68772], [-0.66020, 1.48065, 3.34994]],
  "atomic_forces_ev_per_a": [[0.376, -0.146, -0.163], [0.264, 0.856, -0.080], [-0.418, 0.441, 0.504], [0.073, 0.309, -0.160], [-0.788, -0.275, 0.531], [0.473, -0.534, -0.148], [0.032, -0.309, -0.250], [0.304, -0.096, -0.219], [-0.152, 0.091, -0.059], [-0.314, -0.183, -0.002], [1.177, -0.747, 0.049], [0.015, 0.170, 0.371], [-0.471, -0.159, -0.061], [0.149, -0.115, 0.268], [0.087, 0.330, -0.162], [-0.093, 0.127, -1.246], [-0.199, -0.366, 0.027], [-0.477, -0.338, -0.258], [-0.273, -0.149, -0.217], [0.055, 0.098, -0.046], [-0.097, 0.066, -0.209], [0.136, 0.389, -0.044], [0.146, 0.309, -0.058], [0.075, 0.022, 0.072], [0.199, 0.069, 0.172], [0.164, -0.273, 0.566], [0.026, -0.255, 0.297], [0.414, 0.352, 0.249], [0.203, 0.264, 0.488], [0.131, 0.233, 0.372], [-0.205, 0.188, -0.083], [-0.142, 0.272, 0.058], [-0.402, 0.002, -0.009], [-0.358, 0.002, -0.049], [0.080, 0.025, -0.174], [-0.025, -0.150, -0.156], [0.377, -0.593, 0.027], [0.253, -0.290, 0.116], [0.318, -0.159, -0.010], [-0.324, 0.065, -0.141], [-0.251, 0.193, 0.091], [0.294, 0.468, 0.967], [-0.981, 0.013, -0.662], [-0.235, 0.128, -0.549], [0.679, -0.346, 0.580], [0.235, -0.212, -0.020], [-0.090, 0.426, 1.055], [-0.641, 0.193, -1.207], [0.788, -0.818, -0.249], [0.378, -0.293, -0.044], [-0.146, -0.033, -0.423], [-0.263, 0.113, -0.617], [-0.231, 0.051, 0.279], [-0.360, 0.606, 0.858], [-0.035, 0.095, 0.267], [-0.026, 0.129, 0.039], [-0.012, -0.077, -0.083], [0.130, -0.087, 0.207], [0.200, -0.254, -0.267], [0.104, -0.077, -0.038], [-0.165, 0.081, -0.148], [-0.163, 0.157, -0.199]],
  "lumo_ha": -0.02360,
  "energy_ha": -1712.32972,
  "homo_energy_ha": -0.25328
}